{
  "formula": "C14H20F4N2O7",
  "method": "ωB97M-V with the def2-TZVPD basis set",
  "molar_mass_g_mol": 404.31,
  "relative_energy_kcal_mol": 0.0,
  "homo_lumo_gap_ha": 0.3761,
  "lumo_energy_ev": 0.2342,
  "symbols": ["F", "F", "F", "F", "O", "O", "O", "O", "O", "O", "O", "N", "N", "C", "C", "C", "C", "C", "C", "C", "C", "C", "C", "C", "C", "C", "C", "H", "H", "H", "H", "H", "H", "H", "H", "H", "H", "H", "H", "H", "H", "H", "H", "H", "H", "H", "H"],
  "xyz": [[-3.35006, 2.96442, 1.88049], [-0.95551, -1.97335, 3.16251], [-1.85856, -0.06451, 3.57393], [-5.42472, 1.22593, 0.07639], [-3.60578, -1.52729, 1.22385], [-3.76557, -2.46542, 3.26581], [2.74808, -0.53309, -2.60926], [-5.79204, 0.29075, 2.05483], [0.73334, 0.05855, 1.70940], [-0.99883, -1.77085, 0.63780], [-2.55352, 2.26290, -0.04674], [2.38409, 1.67880, -2.71125], [-3.60763, 0.78427, 1.40977], [3.20467, 0.59765, -2.61284], [-5.03771, 0.71712, 1.27245], [-0.48676, 0.55320, 1.23196], [-2.93070, -0.36717, 0.75238], [2.74486, 3.08202, -2.72651], [4.68925, 0.85897, -2.50454], [0.87026, -2.21887, -0.82819], [-3.09628, 2.03025, 0.96885], [-1.81496, -1.07408, 2.69255], [-0.53765, -1.67040, -0.72430], [-1.46726, -0.61415, 1.24619], [0.92062, -3.70681, -0.43802], [1.72241, 1.05903, 1.86468], [-3.18921, -1.77423, 2.50688], [1.25076, -2.06146, -1.83729], [5.19308, -0.09967, -2.43270], [0.96196, -3.81782, 0.64948], [1.40817, 1.43837, -2.78808], [2.27897, 3.61245, -1.89420], [3.82078, 3.19233, -2.64077], [-0.85012, 1.37006, 1.86764], [5.05778, 1.39106, -3.38214], [1.58079, 1.87954, 1.14883], [1.69884, 1.47404, 2.88005], [-0.59754, -0.63546, -1.07559], [1.77246, -4.21366, -0.89442], [-1.22223, -2.27143, -1.33757], [-0.37316, 0.96269, 0.21830], [-3.07525, -0.34322, -0.32957], [2.42521, 3.55504, -3.65627], [2.69620, 0.60111, 1.67498], [4.91994, 1.45057, -1.61777], [0.00416, -4.22128, -0.75547], [1.50440, -1.66690, -0.12652]],
  "forces_ev_per_a": [[-0.09, 0.03, -0.05], [0.36, -0.33, 0.23], [-0.22, 0.42, 0.15], [0.12, -0.13, 0.38], [-0.32, 0.46, 0.09], [-0.11, -0.21, 0.20], [0.06, 0.12, -0.10], [-0.17, -0.07, 0.01], [0.07, -0.02, -0.04], [0.10, 0.15, -0.24], [0.63, 0.09, -0.37], [0.00, 0.02, 0.04], [0.35, 0.31, -0.55], [0.02, 0.01, 0.02], [0.16, 0.15, 0.09], [0.06, 0.06, -0.15], [-0.20, -0.63, -0.11], [-0.10, -0.07, -0.02], [-0.01, -0.05, 0.00], [-0.01, -0.42, 0.43], [-0.73, -0.22, 0.34], [0.06, -0.53, -0.60], [-0.10, -0.07, -0.13], [-0.25, 0.42, 0.57], [-0.36, 0.11, 0.04], [0.03, 0.11, -0.02], [0.21, 0.17, -0.20], [-0.10, 0.05, 0.10], [-0.02, -0.01, 0.00], [0.10, -0.03, -0.15], [0.01, 0.00, -0.02], [0.03, 0.02, 0.01], [0.01, 0.01, 0.00], [-0.07, -0.06, 0.06], [0.01, 0.03, 0.02], [0.01, -0.10, 0.02], [0.00, -0.04, -0.12], [0.05, -0.06, 0.03], [-0.02, 0.05, 0.13], [0.05, 0.10, 0.06], [-0.03, -0.03, 0.09], [0.31, 0.01, 0.06], [0.03, 0.02, -0.01], [-0.13, 0.02, 0.11], [0.01, 0.03, -0.02], [0.19, 0.01, -0.10], [0.00, 0.12, -0.30]],
  "nbo_charge": [-0.30, -0.29, -0.31, -0.33, -0.49, -0.47, -0.64, -0.45, -0.54, -0.52, -0.52, -0.62, -0.60, 0.68, 0.98, -0.10, 0.23, -0.41, -0.72, -0.43, 0.98, 0.60, -0.06, 0.18, -0.61, -0.25, 0.72, 0.24, 0.25, 0.21, 0.40, 0.20, 0.21, 0.19, 0.23, 0.17, 0.18, 0.17, 0.21, 0.18, 0.19, 0.22, 0.20, 0.20, 0.23, 0.20, 0.22]
}